[1]
Molecular formula: C5H22N3O4
Method: DFT, ωB97M-V with the def2-TZVPD basis set

Output
HOMO level: -12.59 eV
Relative energy (zero: lowest compared OMol25 entry of this formula, charge and spin): 0.0 kcal per mole
E: -668.75871 a.u.

Geometry as ORCA input:
```
! wB97M-V def2-TZVPD RIJCOSX def2/J DEFGRID3
* xyz 1 1
C 1.4277 1.0068 2.0726
C 0.4803 0.2556 1.1359
C -0.9021 0.9124 1.1311
C -1.7130 0.6146 -0.1358
N -1.3033 -2.4279 -2.0977
C -1.5974 -1.1898 -1.7414
N -1.5512 -0.7952 -0.5038
N 0.3059 -1.1565 1.5134
H 1.6286 2.0054 1.6872
H 0.9841 1.0876 3.0652
H 2.3805 0.4869 2.1862
H 0.9096 0.2998 0.1305
H -0.7895 1.9949 1.1993
H -1.4448 0.5782 2.0168
H -2.7615 0.8171 0.0843
H -1.3898 1.2419 -0.9628
H -0.8448 -3.0565 -1.4574
H -1.3005 -2.6906 -3.0682
H -1.9611 -0.5274 -2.5081
H -1.0550 -1.3756 0.1872
H 1.2043 -1.6202 1.5955
H -0.1385 -1.2418 2.4277
H 0.4647 1.0639 -2.5837
H 1.2479 -0.2660 -2.5231
O 0.3550 0.0984 -2.6784
H -0.7881 -0.8107 4.9515
H -2.0287 -1.4727 4.3764
O -1.2683 -0.9371 4.1253
H 0.1002 3.3472 -3.2199
H 1.1778 3.4282 -2.1207
O 0.4263 2.9067 -2.4280
H 3.2248 -0.9033 -1.1579
H 3.6389 -0.7897 -2.6445
O 2.8809 -0.8844 -2.0546
*
```

natural (NBO) atomic charge list, values in e, 2 entries: atom 1 (C): -0.615, atom 2 (C): -0.057

[2]
Molecular formula: C3H5FN2S
Method: DFT, ωB97M-V with the def2-TZVPD basis set

Output
HOMO level: -8.72 eV
SMILES: NN1C[C@@H](F)C1=S
Relative energy (zero: lowest compared OMol25 entry of this formula, charge and spin): 36.0 kcal per mole
E: -724.80925 a.u.

Geometry as ORCA input:
```
! wB97M-V def2-TZVPD RIJCOSX def2/J DEFGRID3
* xyz 0 1
N 1.1098 1.9915 -0.1173
N 0.1219 1.0507 -0.0750
C -1.2492 1.1947 0.1285
C -1.2820 -0.3272 0.4234
F -1.8878 -1.1691 -0.4528
C 0.2205 -0.3023 0.1448
S 1.4915 -1.2982 0.0170
H 1.3809 2.3040 -1.0394
H 1.9055 1.5959 0.3626
H -1.5641 1.8199 0.9665
H -1.8181 1.5161 -0.7301
H -1.5357 -0.6291 1.4102
*
```

natural (NBO) atomic charge list, values in e, 2 entries: atom 1 (N): -0.643, atom 2 (N): -0.223

[3]
Molecular formula: C5H7N2O2
Method: DFT, ωB97M-V with the def2-TZVPD basis set

Output
HOMO level: -14.88 eV
SMILES: Oc1ocn[n+]1C1CC1
Relative energy (zero: lowest compared OMol25 entry of this formula, charge and spin): 90.6 kcal per mole
E: -454.35637 a.u.

Geometry as ORCA input:
```
! wB97M-V def2-TZVPD RIJCOSX def2/J DEFGRID3
* xyz 1 1
O -0.7073 -1.9000 -0.2006
C -1.1798 -0.7387 -0.0492
O -2.3679 -0.3859 0.3736
C -2.3294 0.9754 0.2983
N -1.2109 1.3686 -0.1815
N -0.4956 0.3147 -0.4078
C 0.8943 0.3548 -0.7703
C 1.5924 -0.5976 0.1580
C 1.8293 0.9037 0.3173
H -1.2523 -2.7133 -0.1905
H -3.1797 1.5717 0.5437
H 0.9404 0.7159 -1.8750
H 2.4069 -1.4366 -0.0481
H 0.9396 -1.0969 0.9691
H 1.4100 1.4903 1.1396
H 2.7098 1.1739 -0.0766
*
```

natural (NBO) atomic charge list, values in e, 2 entries: atom 1 (O): -0.603, atom 2 (C): 0.851

[4]
Molecular formula: CHF4InNO4S2
Method: DFT, ωB97M-V with the def2-TZVPD basis set

Output
HOMO level (spin up / spin down): -15.37 / -15.36 eV
E: -1779.92965 a.u.

Geometry as ORCA input:
```
! wB97M-V def2-TZVPD RIJCOSX def2/J DEFGRID3
* xyz 1 1
In 0.9770 2.3031 0.2916
N 0.8153 -0.7861 0.2964
S 1.6581 0.1695 -1.0771
O 3.0233 -0.3935 -0.9746
O 1.0523 -0.0342 -2.4064
S -0.6299 -0.2867 0.7358
O -0.5255 1.2175 0.7062
O -1.0642 -0.8859 1.9828
C -2.0509 -0.5468 -0.4397
F -1.9176 0.2446 -1.4851
F -2.0583 -1.8134 -0.8052
F -3.1806 -0.2420 0.1699
F 2.2476 1.7383 1.7437
H 1.6536 -0.6843 1.2616
*
```

Löwdin atomic charge list, values in e, 2 entries: atom 1 (In): 1.256, atom 2 (N): -0.277

[5]
Molecular formula: C11H17N4
Method: DFT, ωB97M-V with the def2-TZVPD basis set

Output
HOMO level: -11.06 eV
Relative energy (zero: lowest compared OMol25 entry of this formula, charge and spin): 20.7 kcal per mole
E: -648.16046 a.u.

Geometry as ORCA input:
```
! wB97M-V def2-TZVPD RIJCOSX def2/J DEFGRID3
* xyz 1 1
C 1.7171 -2.4671 -0.6183
C -1.6633 -1.0346 -0.1296
C -0.3897 -0.9469 -0.7192
C 0.3921 -2.0688 -0.1782
C -0.5073 -2.8069 0.5356
C -2.6973 -0.1135 -0.3968
C -2.3630 0.8736 -1.2689
C -0.0295 0.1154 -1.5755
C -1.1163 0.8831 -1.9768
N -1.7451 -2.1786 0.6422
H -2.5415 -2.3909 1.2128
H -3.7002 -0.1824 -0.0073
H -0.2767 -3.6855 1.0892
H -2.9402 1.7241 -1.5620
H 0.9933 0.2692 -1.8698
H 1.9038 -2.2975 -1.6641
H 1.9171 -3.5517 -0.5615
H -0.9481 1.6857 -2.7112
H 2.5297 -2.0263 -0.0346
C 3.2272 1.5632 0.3788
C 0.7981 1.7014 1.0392
N 2.0247 1.1580 1.1086
N 0.6700 2.8667 0.3948
N -0.0616 1.3495 2.0149
H 2.0261 0.2228 1.5539
H 1.0997 3.0214 -0.5005
H -0.1844 3.3453 0.6937
H 0.0690 0.4908 2.5365
H -1.0404 1.5309 1.8140
H 3.1342 2.6429 0.6869
H 3.2686 1.4910 -0.7195
H 4.0885 1.2294 0.9588
*
```

natural (NBO) atomic charge list, values in e, 2 entries: atom 1 (C): -0.644, atom 2 (C): 0.129

[6]
Molecular formula: C9H8
Method: DFT, ωB97M-V with the def2-TZVPD basis set

Output
HOMO level: -8.29 eV
Relative energy (zero: lowest compared OMol25 entry of this formula, charge and spin): 139.9 kcal per mole
E: -347.47670 a.u.

Geometry as ORCA input:
```
! wB97M-V def2-TZVPD RIJCOSX def2/J DEFGRID3
* xyz 0 1
C -1.0658 -0.0737 -0.2980
C -1.9708 0.2398 -1.3727
C -0.3484 -1.4647 -0.1182
C 1.0196 -0.8014 0.0579
C 2.2767 -0.9214 -0.3580
C -0.9264 -0.6719 1.0580
C -2.7557 0.4352 -2.3177
C 0.2793 0.2054 0.7950
C 0.6367 1.5875 1.2469
H -0.4363 -2.4066 -0.6043
H 3.0743 -0.2367 -0.1192
H 2.6417 -1.7134 -0.8870
H -1.5388 -0.9286 1.8846
H -3.2847 0.9355 -3.0665
H 1.1433 2.2577 0.4579
H 1.4894 1.3126 1.9984
H -0.2342 2.2445 1.6430
*
```

natural (NBO) atomic charge list, values in e, 2 entries: atom 1 (C): -0.155, atom 2 (C): 0.073

[7]
Molecular formula: C3H6N2O2
Method: DFT, ωB97M-V with the def2-TZVPD basis set

Output
HOMO level: -9.23 eV
SMILES: [H]/N=C(/NO)C(C)=O
Relative energy (zero: lowest compared OMol25 entry of this formula, charge and spin): 112.2 kcal per mole
E: -377.78049 a.u.

Geometry as ORCA input:
```
! wB97M-V def2-TZVPD RIJCOSX def2/J DEFGRID3
* xyz 0 1
H -0.1573 2.4877 0.2238
N -0.9790 1.8080 0.0559
C -0.6017 0.5191 0.0357
N -1.3753 -0.4897 -0.1098
O -2.6727 -0.1635 -0.2802
C 0.9530 0.3794 -0.0628
C 1.6424 -0.9819 -0.0027
O 1.5948 1.4119 -0.2659
H -1.2715 -1.4285 0.4556
H -2.6330 0.8063 0.2263
H 1.5337 -1.7068 0.8915
H 1.2264 -1.7077 -0.8019
H 2.7403 -0.9342 -0.3653
*
```

natural (NBO) atomic charge list, values in e, 2 entries: atom 1 (H): 0.400, atom 2 (N): -0.756

[8]
Molecular formula: C8H12INO
Method: DFT, ωB97M-V with the def2-TZVPD basis set

Output
HOMO level: -9.69 eV
SMILES: C#CCCCCNC(=O)CI
Relative energy (zero: lowest compared OMol25 entry of this formula, charge and spin): 0.0 kcal per mole
E: -739.66660 a.u.

Geometry as ORCA input:
```
! wB97M-V def2-TZVPD RIJCOSX def2/J DEFGRID3
* xyz 0 1
C -2.5673 1.6602 -2.8631
C -2.3232 0.5131 -2.5158
C -1.9883 -0.8464 -2.0545
C -0.8623 -0.8151 -1.0127
C -1.3018 -0.1289 0.2905
C -0.2796 -0.3196 1.4154
N 1.0332 0.1844 1.0802
C 2.1196 -0.0920 1.8964
O 1.9800 -0.7937 2.9007
C 3.5483 0.4200 1.6956
I 3.8422 1.8684 0.0392
H -2.7166 2.6952 -3.1174
H -2.8897 -1.3055 -1.6563
H -1.6398 -1.4062 -2.9290
H -0.0036 -0.3079 -1.4327
H -0.5562 -1.8334 -0.7512
H -2.2352 -0.5940 0.5902
H -1.4928 0.9467 0.1669
H -0.2363 -1.3826 1.6004
H -0.6347 0.2210 2.2641
H 1.1321 0.8262 0.2771
H 3.8995 0.9388 2.6149
H 4.1728 -0.4486 1.5010
*
```

natural (NBO) atomic charge list, values in e, 2 entries: atom 1 (C): -0.273, atom 2 (C): 0.010